DFT (ωB97M-V/def2-TZVPD) results for a cluster of 2 separate species, C4H7NO2 in total in a non-equilibrium geometry.

The geometry in XYZ format:
```
14
Properties=species:S:1:pos:R:3:forces:R:3
O 0.797 0.058 1.493 -0.8 1.9 -0.2
O 2.180 -0.223 -1.399 -0.8 -0.2 -0.6
N 3.621 0.162 0.399 1.1 0.5 2.6
C 0.390 1.915 -0.041 -0.5 2.9 2.8
C 2.794 -0.030 -0.431 0.7 -0.1 -0.1
C -0.692 -0.372 -0.242 1.6 -0.4 1.2
C 0.129 0.593 0.609 1.0 -2.1 -1.0
H -0.130 -1.308 -0.037 -1.2 0.2 -0.4
H -1.729 -0.371 -0.078 -1.4 -0.4 1.0
H -0.644 -0.120 -1.259 0.6 0.4 -1.6
H 3.724 0.305 1.433 -0.7 -0.4 -2.1
H 1.108 2.562 0.671 -1.8 -1.2 -1.9
H 0.802 1.774 -1.003 1.0 -0.5 -0.9
H -0.582 2.454 -0.360 1.3 -0.6 1.2
```
Forces are in eV/Å.

The value obtained for the energy relative to the best compared isomer or geometry (same formula, charge and spin) is 1.648 eV. The calculation puts the gap between HOMO and LUMO at 10.65 eV. As for the structure (SMILES): CC(C)=O.N=C=O. The total energy is -361.82030 hartree. For the molar mass, the calculation gives 101.1 g mol⁻¹. The calculation puts the HOMO energy at -9.89 eV.

natural (NBO) atomic charge list, values in e, 5 entries: number 1, O, carries -0.57; number 2, O, carries -0.55; number 3, N, carries -0.77; number 4, C, carries -0.74; number 5, C, carries 0.86